Entry 1:
This record from OMol25 describes a molecular structure, C37H53KN11O5PSe2 in a non-equilibrium geometry. The level of theory is wB97M-V/def2-TZVPD.

Output
energy relative to the best compared isomer or geometry (same formula, charge and spin): 308.0 kJ/mol

```
110
Properties=species:S:1:pos:R:3:forces:R:3:lowdin_charge:R:1
K 0.5287 0.1877 -0.3966 -2.2 -0.9 -0.8 0.590
N -1.4327 2.3154 2.2758 0.1 -0.1 -0.1 0.070
N -0.3222 2.7890 3.0016 0.2 0.4 0.2 0.018
C 0.9412 2.4804 2.7237 -0.1 -0.1 0.2 -0.389
N 1.8789 2.9778 3.5496 0.2 0.3 -0.1 0.197
N 1.1483 1.6327 1.7085 0.4 0.2 0.0 0.124
N 2.4267 1.3722 1.3483 0.0 0.0 0.2 -0.422
O 3.4000 1.9750 1.7851 0.4 0.3 0.2 0.023
O 2.5630 0.4908 0.5090 1.5 0.4 0.7 -0.193
H -2.2514 2.6660 2.7605 0.0 0.0 -0.1 0.101
H -1.4532 1.2785 2.3545 -0.3 -0.1 -0.1 0.032
H -0.4987 3.3600 3.8126 0.0 -0.2 0.0 0.149
H 1.6240 3.6644 4.2370 0.0 -0.1 0.1 0.114
H 2.8299 2.9263 3.2053 -0.1 0.0 0.1 0.082
C -2.1110 -2.8721 2.9007 0.0 0.0 0.0 -0.102
O -0.9252 -2.3982 2.2611 0.1 0.2 -0.1 -0.246
C -0.8596 -1.0194 1.9119 -0.6 -0.1 0.0 -0.364
O -1.8459 -0.3821 2.3155 0.2 -0.1 0.0 -0.144
H -1.9548 -3.9349 3.0726 0.0 0.0 0.0 0.084
H -2.9812 -2.7171 2.2612 0.0 0.0 0.0 0.073
H -2.2913 -2.3624 3.8492 0.0 0.0 0.0 0.070
C 4.6130 -1.4909 -2.1600 0.0 -0.1 0.0 -0.136
O 3.2899 -1.0545 -1.8893 -0.1 0.0 0.1 -0.217
H 4.9512 -2.2222 -1.4239 0.0 0.0 0.0 0.085
H 5.3176 -0.6550 -2.1824 0.0 0.0 0.0 0.080
H 4.6021 -1.9633 -3.1411 0.0 0.0 0.0 0.081
H 3.2645 -0.7135 -0.9873 0.1 0.0 0.1 0.032
Se 2.4959 1.0675 -3.7869 -0.2 -0.2 -0.3 1.235
N 3.8373 2.1879 -3.7806 0.0 0.1 0.1 -0.210
C 3.6591 2.9549 -2.7123 0.1 0.1 0.1 -0.383
C 4.5245 4.0071 -2.3060 0.0 0.0 0.0 0.006
C 4.1796 4.7107 -1.1991 0.1 0.0 0.0 -0.043
C 2.9841 4.3821 -0.4935 0.0 0.0 0.0 -0.114
N 2.1655 3.4258 -0.8187 -0.1 0.0 0.0 0.112
C 2.4873 2.6916 -1.9215 0.0 -0.2 -0.2 -0.445
N 1.7102 1.6885 -2.3423 0.6 0.5 -0.3 -0.246
H 5.4184 4.2216 -2.8750 0.0 0.0 0.0 0.120
H 4.8019 5.5165 -0.8362 0.0 0.0 0.0 0.105
H 2.7138 4.9600 0.3847 0.0 0.0 0.0 0.114
N -0.8189 2.6116 -0.7472 0.0 0.1 -0.2 0.064
C -1.6718 3.1798 -1.6822 -0.1 0.0 -0.1 -0.330
C -3.0552 3.1550 -1.4866 0.0 -0.1 0.0 -0.045
C -3.9133 3.6591 -2.4480 0.0 0.0 0.0 -0.100
C -3.4205 4.2021 -3.6270 0.0 0.0 0.0 -0.116
C -2.0471 4.2295 -3.8253 0.0 0.0 0.0 -0.100
C -1.1800 3.7273 -2.8694 0.0 0.0 0.0 -0.047
H 0.1374 2.9481 -0.7664 -0.1 0.1 0.1 0.026
H -1.1844 2.5686 0.1921 -0.1 0.0 0.3 0.037
H -3.4495 2.7186 -0.5758 0.0 0.0 0.0 0.106
H -4.9815 3.6288 -2.2727 0.0 0.0 0.0 0.099
H -4.0938 4.5924 -4.3777 0.0 0.0 0.0 0.093
H -1.6421 4.6502 -4.7375 0.0 0.0 0.0 0.099
H -0.1103 3.7437 -3.0395 0.0 0.0 0.0 0.093
C -1.9119 -0.0220 -3.2994 0.0 0.0 0.0 -0.101
C -1.4247 -1.4644 -3.5183 0.1 0.0 0.0 -0.685
C -0.0493 -1.4151 -4.1878 0.0 0.1 0.0 -0.118
C -2.4225 -2.1842 -4.4217 0.0 0.0 0.0 -0.078
P -1.1655 -2.1284 -1.7714 -0.4 -0.3 -0.1 1.131
C -2.9104 -2.3073 -1.2196 0.0 0.0 0.0 -0.348
C -3.3884 -1.3156 -0.3656 0.0 0.0 0.0 -0.112
C -4.6868 -1.3485 0.1238 0.0 0.0 0.0 -0.078
C -5.5330 -2.3860 -0.2306 0.0 0.0 0.0 -0.088
C -5.0772 -3.3815 -1.0847 0.0 0.0 0.0 -0.081
C -3.7822 -3.3387 -1.5743 0.0 0.0 -0.1 -0.108
C -0.4458 -3.8694 -1.8082 0.1 0.1 0.0 -0.685
C 1.0759 -3.6660 -1.7042 0.0 0.0 0.0 -0.110
C -0.8928 -4.5693 -0.5185 0.0 0.0 0.0 -0.090
C -0.7409 -4.7579 -3.0159 -0.1 0.0 0.0 -0.089
H -1.9946 0.4908 -4.2620 0.0 0.0 0.0 0.093
H -1.2334 0.5642 -2.6726 0.0 0.0 0.0 0.046
H -2.8952 -0.0033 -2.8266 0.0 0.0 0.0 0.081
H -0.0902 -0.8082 -5.0974 0.0 0.0 0.0 0.086
H 0.3194 -2.4035 -4.4601 0.0 0.0 0.0 0.070
H 0.6835 -0.9753 -3.5045 0.0 0.0 0.0 0.012
H -2.5734 -1.5902 -5.3287 0.0 0.0 0.0 0.086
H -3.3939 -2.2946 -3.9399 0.0 0.0 0.0 0.071
H -2.0711 -3.1676 -4.7280 0.0 0.0 0.0 0.064
H -2.7283 -0.5145 -0.0601 0.0 0.0 0.0 0.081
H -5.0246 -0.5736 0.7991 0.0 0.0 0.0 0.106
H -6.5429 -2.4232 0.1566 0.0 0.0 0.0 0.100
H -5.7324 -4.1953 -1.3673 0.0 0.0 0.0 0.102
H -3.4526 -4.1218 -2.2434 0.0 0.0 0.0 0.089
H 1.3450 -3.2181 -0.7457 0.0 0.0 0.0 0.078
H 1.4720 -3.0232 -2.4907 0.0 0.0 0.0 0.054
H 1.5797 -4.6343 -1.7753 0.0 0.0 0.0 0.089
H -0.7210 -3.9374 0.3557 0.0 0.0 0.0 0.067
H -0.3032 -5.4825 -0.3954 0.0 0.0 0.0 0.090
H -1.9462 -4.8461 -0.5352 0.0 0.0 0.0 0.070
H -0.3151 -4.3604 -3.9364 0.0 0.0 0.0 0.063
H -1.8062 -4.9177 -3.1769 0.0 0.0 0.0 0.061
H -0.2856 -5.7380 -2.8455 0.0 0.0 0.0 0.085
C 4.5301 -0.0004 4.8409 0.0 0.0 0.0 -0.038
N 3.1323 -0.3036 4.6477 0.2 -0.1 0.0 -0.076
C 2.6317 -1.1880 3.7288 0.0 0.2 0.0 -0.781
Se 3.5408 -2.1408 2.4738 0.2 -0.1 0.0 0.613
N 1.2939 -1.1863 3.8956 -0.1 -0.1 -0.1 0.129
C 0.9157 -0.2896 4.8733 0.0 0.0 0.0 -0.175
C -0.3215 0.0982 5.3588 0.0 0.0 0.0 -0.004
C -0.3315 1.0454 6.3757 0.1 0.0 0.0 -0.099
C 0.8540 1.5787 6.8911 -0.1 0.0 -0.1 -0.106
C 2.0932 1.1880 6.3990 0.0 0.0 0.0 -0.030
C 2.0981 0.2532 5.3789 0.0 0.0 -0.1 -0.185
H 5.0987 -0.5909 4.1258 0.0 0.0 0.0 0.039
H 4.8353 -0.2565 5.8563 0.0 0.0 0.0 0.097
H 4.7160 1.0597 4.6596 0.0 0.0 0.0 0.091
H 0.6771 -1.6608 3.2374 0.0 0.0 0.1 0.092
H -1.2355 -0.3147 4.9561 0.0 0.0 -0.1 0.104
H -1.2797 1.3686 6.7844 0.0 0.0 0.0 0.099
H 0.8064 2.3067 7.6901 0.0 0.0 0.0 0.097
H 3.0128 1.6014 6.7907 0.0 0.0 0.0 0.108
```
Positions in Å, forces in eV/Å.



Entry 2:
This record from OMol25 describes a molecular structure, C48H49F2I2N8O3S4Y in a non-equilibrium geometry. The level of theory is wB97M-V/def2-TZVPD.

Output
net charge: -2

```
117
Properties=species:S:1:pos:R:3:forces:R:3:lowdin_charge:R:1
Y -0.0814 -0.6731 1.7256 0.4 -0.5 0.2 1.309
S -4.4836 -0.4434 0.8452 0.4 -0.6 -0.1 -0.250
S -4.5043 0.7908 2.4981 0.9 0.1 2.0 -0.263
S -3.3161 -0.0542 3.9423 0.2 0.0 -0.2 -0.139
S -1.3514 0.5971 3.7586 -0.9 0.1 0.3 0.008
C 1.6753 0.2676 -1.1107 0.2 -0.2 0.0 -0.092
C 3.7422 -0.6640 -0.0813 0.1 0.2 -0.3 -0.259
C 5.2672 -0.5112 -0.0178 -0.1 0.0 0.0 -0.055
C 3.3695 -2.1349 -0.0865 0.1 -0.1 0.2 -0.162
C 3.8427 -2.9349 -1.1303 0.0 0.0 0.0 -0.051
C 3.6734 -4.3065 -1.1274 0.1 0.0 0.0 -0.093
C 3.0439 -4.9121 -0.0496 0.0 0.0 0.0 -0.058
C 2.5217 -4.1549 0.9914 0.0 0.2 0.0 -0.135
C 1.8705 -4.8516 2.1760 0.1 -0.2 -0.1 -0.356
C 1.0814 -6.1079 1.7947 0.0 0.1 -0.1 -0.074
C 2.9215 -5.2306 3.2292 0.0 0.0 0.0 -0.050
C 2.6469 -2.7368 0.9638 -0.2 -0.4 0.2 -0.205
N 2.0050 -1.9856 1.9864 -0.1 0.1 -0.1 -0.022
C 2.7632 -1.7257 3.0900 0.3 -0.2 -0.1 -0.264
C 4.1606 -1.9148 3.1948 -0.1 0.2 0.1 -0.046
C 4.8637 -1.5705 4.3427 0.0 0.0 0.0 -0.120
C 4.2216 -1.0537 5.4591 -0.1 0.0 0.0 -0.130
C 2.8313 -0.9232 5.4190 0.1 0.0 0.1 -0.027
C 2.1656 -1.2704 4.2768 0.0 -0.1 0.0 -0.224
F 0.8000 -1.2215 4.2816 0.1 0.1 -0.2 -0.068
H 1.2799 1.2660 -1.3113 0.0 0.0 0.1 0.098
H 1.3628 -1.5169 -0.5827 0.0 0.0 -0.1 0.055
H 3.3219 -0.5351 -2.2097 -0.1 -0.1 0.0 0.131
H 3.3229 -0.1789 0.8013 -0.1 -0.1 0.1 0.128
H 5.7545 -1.0344 -0.8462 0.0 0.0 0.1 0.071
H 5.6467 -0.9081 0.9267 0.0 0.0 -0.1 0.063
H 5.5180 0.5449 -0.0900 0.0 0.0 0.0 0.065
H 4.3734 -2.4707 -1.9554 0.0 0.0 0.1 0.105
H 4.0616 -4.9032 -1.9468 0.0 0.0 0.0 0.090
H 2.9667 -5.9944 -0.0198 -0.1 0.1 0.0 0.100
H 1.1773 -4.1457 2.6270 0.0 0.1 0.0 0.108
H 1.7506 -6.9333 1.5249 -0.1 0.0 0.0 0.067
H 0.4078 -5.9233 0.9564 0.0 -0.1 0.1 0.059
H 0.4695 -6.4244 2.6421 0.0 0.0 0.0 0.072
H 3.6542 -5.9220 2.7945 -0.1 0.0 0.0 0.078
H 2.4383 -5.7234 4.0796 0.0 0.0 0.0 0.076
H 3.4559 -4.3574 3.5962 0.0 0.0 0.0 0.059
H 4.6883 -2.3242 2.3436 0.0 0.0 0.0 0.101
H 5.9405 -1.7065 4.3620 0.0 0.0 0.0 0.089
H 4.7760 -0.7638 6.3429 0.0 0.0 0.0 0.080
H 2.2661 -0.5533 6.2659 0.0 0.0 -0.1 0.114
C 1.3909 6.5000 -1.7620 -0.1 -0.2 0.0 -0.086
C 0.5430 6.2443 -0.5174 0.0 -0.3 0.0 -0.181
N 0.1878 4.8300 -0.2876 0.3 0.2 0.0 -0.020
C 0.8391 4.1093 0.6628 -0.3 -0.1 0.1 0.029
C 0.5216 2.8319 1.0295 0.1 -0.2 -0.1 -0.019
C 1.3120 2.1925 2.1654 -0.1 0.2 -0.1 -0.589
O 1.8897 2.9291 2.9493 0.1 0.0 0.0 0.046
O 1.3108 0.9057 2.1715 0.4 0.9 0.1 -0.190
C -0.4994 2.1402 0.3005 0.5 0.5 0.3 -0.311
O -1.0275 1.0610 0.6144 0.0 -0.2 -0.3 -0.123
C -0.9395 2.8191 -0.9036 -0.1 0.0 0.0 -0.054
C -1.6507 2.0970 -1.8513 -0.1 -0.2 0.0 0.097
C -2.2811 2.7331 -2.8721 0.0 0.0 -0.1 -0.181
F -2.8684 1.9547 -3.8195 -0.1 0.2 0.0 0.041
C -2.3196 4.1413 -2.9235 0.0 0.0 -0.2 -0.150
C -1.4394 4.8253 -2.1054 0.1 0.2 -0.1 0.043
C -0.6925 4.1758 -1.1146 -0.2 0.0 0.0 -0.122
N -3.3081 4.9253 -3.6266 -0.2 0.0 0.1 -0.059
C -4.1944 4.1306 -4.4920 0.1 0.3 0.3 -0.158
C -5.3290 4.9628 -5.0460 0.1 -0.1 0.0 -0.109
N -6.1132 5.4786 -3.8812 0.4 -0.1 -0.2 0.014
C -5.2519 6.4313 -3.1307 0.2 0.0 0.2 -0.123
C -4.0667 5.6659 -2.5849 0.0 -0.2 -0.3 -0.145
H 1.9343 7.4414 -1.6517 -0.1 0.0 0.0 0.068
H 0.7807 6.5444 -2.6675 0.1 0.0 0.0 0.059
H 2.1025 5.6812 -1.8704 0.1 -0.1 0.0 0.020
H -0.3844 6.8221 -0.5413 0.0 0.0 0.1 0.108
H 1.1011 6.5509 0.3625 0.0 0.0 0.1 0.114
H 1.6140 4.6190 1.2183 0.0 0.0 0.0 0.143
H -1.7109 1.0187 -1.7562 0.0 0.1 0.0 0.125
H -1.3732 5.9008 -2.2178 0.0 -0.1 0.0 0.106
H -4.6553 3.2972 -3.9525 0.0 -0.1 0.0 0.130
H -3.6056 3.7370 -5.3150 0.0 -0.1 0.0 0.137
H -5.9696 4.3361 -5.6659 -0.1 0.1 0.1 0.134
H -4.9666 5.8147 -5.6214 -0.1 0.1 0.0 0.128
H -6.3471 4.6765 -3.2333 -0.5 0.0 0.2 -0.056
H -6.9961 5.8970 -4.1619 -0.1 0.0 0.1 0.165
H -5.8152 6.8449 -2.2957 -0.1 -0.1 -0.1 0.131
H -4.9418 7.2269 -3.8062 -0.1 0.0 -0.1 0.129
H -4.4324 4.9774 -1.8141 0.0 -0.1 0.1 0.131
H -3.3973 6.3840 -2.1219 -0.1 0.0 0.1 0.119
N 2.7873 3.5761 -1.6545 0.1 -0.4 0.1 0.052
C 3.2460 2.4825 -1.5860 -0.1 0.3 -0.1 -0.496
N 3.8473 1.3538 -1.5470 0.1 0.2 0.0 0.010
C 3.1715 0.1041 -1.3276 -0.3 0.1 0.1 -0.306
N 0.8836 -0.6171 -0.6578 0.1 0.1 0.1 0.099
C -0.8087 -3.1253 -3.3522 0.0 0.1 0.0 -0.125
C -0.2132 -3.9904 -2.4409 0.0 0.0 0.1 -0.096
C -0.3567 -3.7897 -1.0751 0.0 0.1 -0.1 -0.050
C -1.0872 -2.7048 -0.5661 -0.2 -0.3 0.0 -0.334
C -1.6361 -1.8200 -1.4982 -0.3 0.0 -0.1 -0.067
C -1.5165 -2.0314 -2.8664 0.1 -0.1 0.1 -0.102
N -1.2077 -2.4732 0.8182 0.0 -0.4 -0.4 -0.070
C -1.5847 -3.5388 1.6106 -0.3 0.0 0.0 -0.305
C -2.2342 -4.6961 1.1249 0.0 0.0 0.2 -0.048
C -2.5837 -5.7349 1.9754 0.0 0.1 0.0 -0.122
C -2.3307 -5.6689 3.3405 0.0 0.0 0.0 -0.146
C -1.7674 -4.5023 3.8497 0.0 0.0 -0.1 -0.103
C -1.4145 -3.4616 3.0105 0.1 0.0 -0.1 -0.065
H -0.7167 -3.2979 -4.4191 0.0 0.0 0.0 0.083
H 0.3726 -4.8335 -2.7930 0.0 0.0 0.0 0.093
H 0.1254 -4.4646 -0.3815 0.0 0.0 0.0 0.085
H -2.1775 -0.9534 -1.1400 -0.1 -0.1 0.2 0.063
H -1.9860 -1.3341 -3.5536 0.0 0.0 0.0 0.091
H -2.4712 -4.7621 0.0721 0.0 0.0 0.0 0.104
H -3.0690 -6.6145 1.5633 0.0 0.0 0.0 0.090
H -2.5740 -6.5007 3.9911 0.0 0.0 0.0 0.080
H -1.5963 -4.3996 4.9148 0.0 0.0 0.0 0.099
H -0.9871 -2.5621 3.4460 0.0 -0.1 0.1 0.058
I -5.8047 1.3127 0.0090 -0.4 -0.1 -1.4 0.201
I -7.6233 3.4265 -1.4026 -0.3 1.1 -0.9 -0.298
```
Positions in Å, forces in eV/Å.



Entry 3:
This record from OMol25 describes 2 unconnected molecules or ions with the total composition C2H4F3NO2S in a non-equilibrium geometry. The level of theory is wB97M-V/def2-TZVPD.

Output
energy relative to the best compared isomer or geometry (same formula, charge and spin): 294.1 kJ/mol

```
13
Properties=species:S:1:pos:R:3:forces:R:3:lowdin_charge:R:1
C -2.1031 -0.0471 -0.7744 -2.6 6.7 -0.1 -0.295
C 1.8319 -0.1680 1.1539 -2.0 0.1 -0.8 -0.697
N -1.5368 -1.0983 -0.8931 0.8 -6.3 2.0 -0.013
O 1.9306 -0.0934 -1.5008 0.6 0.4 -1.0 -0.405
O 0.1689 1.3266 -0.3609 -3.7 -0.5 0.7 -0.365
F 2.1068 1.0356 1.6312 0.3 -0.3 0.1 0.140
F 2.9066 -0.8994 0.9771 0.4 0.1 0.3 0.146
F 0.9874 -0.8083 2.0223 0.6 0.4 -0.2 0.065
S 0.8614 -0.1567 -0.5483 0.1 0.4 1.9 0.959
H -1.0144 1.2534 -0.2353 5.6 0.0 -0.4 0.152
H -2.1526 0.7144 -1.5556 0.0 -0.9 -1.4 0.082
H -2.4532 0.6331 0.0432 -0.3 -1.6 1.2 0.097
H -1.5335 -1.6920 0.0408 0.2 1.5 -2.2 0.135
```
Positions in Å, forces in eV/Å.



E_HOMO
In order: -6.8788 -2.2770 -9.6696
Unit: eV
Gap between HOMO and LUMO
In order: 5.624 4.466 9.543
Unit: eV